ORCA calculation (ωB97M-V/def2-TZVPD) on a 8-piece molecular cluster, C30H36Cl4N6O overall in a non-equilibrium geometry.

Its energy is -3409.24219 hartree. As for the structure (SMILES): CN(C)C=O.c1ccncc1.c1ccncc1.c1ccncc1.c1ccncc1.c1ccncc1.ClCCl.ClCCl.

Geometry as ORCA input:
```
! wB97M-V def2-TZVPD RIJCOSX def2/J DEFGRID3
* xyz 0 1
C -10.7102 -8.1800 -13.2420
N -11.7042 -8.2860 -12.2509
C -13.0668 -8.1162 -12.6543
C -11.4223 -8.5386 -10.9893
O -12.2318 -8.6307 -10.0817
H -9.6931 -8.3596 -12.8130
H -10.6559 -7.2093 -13.7249
H -10.9703 -8.9401 -13.9867
H -13.3550 -8.8590 -13.4201
H -13.7263 -8.0957 -11.7710
H -13.1526 -7.1746 -13.1799
H -10.3362 -8.4402 -10.8360
C -13.3139 -10.3359 -16.2703
C -12.4712 -10.0006 -17.2705
C -11.3243 -10.7574 -17.4782
N -10.9660 -11.7935 -16.6988
C -11.8332 -12.1139 -15.7038
C -13.0199 -11.4183 -15.5124
H -14.2627 -9.7714 -16.1051
H -12.6804 -9.1176 -17.8844
H -10.6457 -10.5169 -18.3149
H -11.5336 -12.9372 -15.0483
H -13.6735 -11.5632 -14.6892
C -12.4016 -13.8229 -11.9650
C -11.0615 -13.7113 -12.1383
C -10.5347 -12.4285 -12.3113
N -11.2327 -11.3588 -12.2947
C -12.5261 -11.4620 -12.0629
C -13.1721 -12.6478 -11.8864
H -12.8392 -14.8051 -11.8950
H -10.3860 -14.5815 -12.1714
H -9.4522 -12.4226 -12.4384
H -13.0613 -10.5117 -12.0349
H -14.2487 -12.6337 -11.6328
C -14.8590 -9.1197 -7.6602
C -14.6022 -10.2731 -7.0137
C -15.3136 -10.5832 -5.8550
N -16.1065 -9.7286 -5.2482
C -16.3594 -8.6025 -5.9158
C -15.7548 -8.2477 -7.1167
H -14.2968 -8.8586 -8.5526
H -14.0610 -11.0994 -7.5366
H -15.1026 -11.5260 -5.3401
H -17.0193 -7.8812 -5.3951
H -15.9915 -7.3156 -7.6011
C -10.8230 -7.2446 -7.6513
C -11.9140 -7.5178 -6.8693
C -11.7777 -8.3286 -5.7619
N -10.5701 -8.9590 -5.5097
C -9.5937 -8.7592 -6.3773
C -9.5923 -7.8474 -7.4090
H -10.9497 -6.5980 -8.5383
H -12.9000 -7.0814 -6.9296
H -12.5433 -8.4529 -5.0303
H -8.6988 -9.3259 -6.0972
H -8.7301 -7.6555 -8.0079
C -18.0889 -10.5923 -10.6982
C -18.4748 -9.4764 -11.3669
C -17.4773 -8.5683 -11.7962
N -16.1805 -8.7408 -11.5328
C -15.8365 -9.8239 -10.8658
C -16.7646 -10.8031 -10.3804
H -18.8629 -11.2492 -10.2945
H -19.5305 -9.2637 -11.5218
H -17.8483 -7.7398 -12.4204
H -14.7480 -9.9484 -10.6929
H -16.4217 -11.6459 -9.7974
Cl -12.3009 -12.9659 -8.5325
C -11.2625 -11.5082 -8.4151
Cl -9.6030 -12.0771 -8.6480
H -11.5306 -10.7729 -9.1807
H -11.3358 -11.1604 -7.3654
Cl -8.0216 -10.1456 -11.0236
C -7.0615 -9.1251 -12.1682
Cl -6.9008 -7.4566 -11.6562
H -6.0420 -9.4725 -12.1963
H -7.5847 -9.1721 -13.1001
*
```

---

ORCA calculation (ωB97M-V/def2-TZVPD) on a 2-piece molecular cluster, C4H8O3 overall.

Its energy is -382.88821 hartree. For the energy above the lowest of the compared OMol25 structures with the same formula, charge and spin, the calculation gives 48.07 kcal per mole. As for the structure (SMILES): COC(=O)CC=O.[H][H].

Geometry as ORCA input:
```
! wB97M-V def2-TZVPD RIJCOSX def2/J DEFGRID3
* xyz 0 1
C -1.6479 0.3046 -2.2182
O -1.2240 0.2745 -0.8528
C -0.1424 -0.4939 -0.6417
O 0.4573 -1.0675 -1.5139
C 0.2478 -0.4814 0.8196
C 0.8022 0.9059 1.0829
O 1.9799 1.1496 1.1602
H -0.8993 0.8004 -2.8409
H -2.5894 0.8521 -2.2346
H -1.7831 -0.7185 -2.5709
H -0.6402 -0.6606 1.4347
H 1.0055 -1.2466 0.9854
H 0.0406 1.7069 1.1458
H 2.0479 -0.9228 3.3428
H 2.3450 -0.4027 2.9015
*
```

---

ORCA calculation (ωB97M-V/def2-TZVPD) on C34H31AuN5P as an isolated structure.

Its energy is -2065.06513 hartree. For the energy above the lowest of the compared OMol25 structures with the same formula, charge and spin, the calculation gives 8.89 kcal per mole.

Geometry as ORCA input:
```
! wB97M-V def2-TZVPD RIJCOSX def2/J DEFGRID3
* xyz 0 1
Au 0.0339 -0.4073 -0.1645
N 0.1402 -0.3071 -3.5011
P -0.4610 0.5326 -2.1664
C -2.0480 1.1364 -2.7685
C -3.2126 0.6411 -2.1942
C -4.4522 1.0601 -2.6553
C -4.5303 1.9763 -3.6935
C -3.3694 2.4800 -4.2681
C -2.1330 2.0676 -3.8022
C 0.5568 2.0519 -2.1666
C 0.1327 3.1470 -1.4111
C 0.9059 4.2919 -1.3522
C 2.1144 4.3575 -2.0370
C 2.5434 3.2718 -2.7806
C 1.7653 2.1213 -2.8462
C 0.9645 -1.4391 -3.4755
C 1.8773 -1.6533 -4.5135
C 2.6731 -2.7782 -4.4497
C 2.5541 -3.6422 -3.3674
C 1.6105 -3.3377 -2.4034
N 0.8151 -2.2723 -2.4616
H 0.1483 0.1984 -4.3761
H -3.1466 -0.0805 -1.3877
H -5.3558 0.6713 -2.2050
H -5.4962 2.3048 -4.0536
H -3.4315 3.2019 -5.0714
H -1.2312 2.4932 -4.2283
H -0.8042 3.1028 -0.8702
H 0.5679 5.1407 -0.7710
H 2.7215 5.2519 -1.9853
H 3.4880 3.3121 -3.3071
H 2.1229 1.2682 -3.4092
H 1.9615 -0.9501 -5.3319
H 3.3925 -2.9744 -5.2345
H 3.1708 -4.5236 -3.2722
H 1.4721 -3.9798 -1.5411
N 1.3156 -1.1242 1.2560
C 1.0412 -1.9124 2.2005
C 2.1625 -2.3700 3.0915
C 3.4143 -2.6212 2.5381
C 4.4785 -2.9974 3.3413
C 4.3104 -3.1134 4.7150
C 3.0692 -2.8537 5.2780
C 2.0012 -2.4935 4.4688
C -0.3211 -2.4835 2.5313
C -1.4810 -1.7346 2.3469
C -2.7272 -2.2700 2.6290
C -2.8394 -3.5741 3.0938
C -1.6933 -4.3322 3.2770
C -0.4463 -3.7855 3.0088
H 3.5355 -2.4995 1.4696
H 5.4456 -3.1984 2.8971
H 5.1427 -3.4053 5.3428
H 2.9313 -2.9345 6.3489
H 1.0326 -2.2992 4.9129
H -1.4141 -0.7178 1.9768
H -3.6142 -1.6653 2.4853
H -3.8128 -3.9933 3.3153
H -1.7680 -5.3526 3.6312
H 0.4424 -4.3866 3.1560
C -0.7824 4.3939 3.2887
N -1.3536 3.4705 2.3302
C -2.5321 3.6226 1.6400
C -2.6839 2.4799 0.9085
N -1.6278 1.6345 1.1339
C -0.8601 2.2562 1.9914
H -0.9982 5.4144 2.9782
H 0.2968 4.2583 3.3124
H -1.1895 4.2263 4.2853
H -3.1333 4.5094 1.7356
H -3.4785 2.2302 0.2254
H 0.0762 1.8864 2.3812
*
```

---

ORCA calculation (ωB97M-V/def2-TZVPD) on C22H32N7O4PPd as an isolated structure.

Its energy is -2010.66613 hartree. For the energy above the lowest of the compared OMol25 structures with the same formula, charge and spin, the calculation gives 0.00 kcal per mole.

Geometry as ORCA input:
```
! wB97M-V def2-TZVPD RIJCOSX def2/J DEFGRID3
* xyz 2 1
Pd -1.1922 -1.4391 0.4011
N -2.7975 -2.3483 1.3263
C -3.3418 -3.3956 0.4332
C -2.2221 -4.1215 -0.2719
O -2.2398 -5.2471 -0.6340
N -1.0542 -3.2443 -0.4888
C -0.1250 -3.7163 -1.2123
C 1.6116 -3.2340 2.1969
O 2.6391 -3.6060 1.8280
O 0.5643 -2.8658 2.5453
H -3.5172 -1.6641 1.5415
H -2.5064 -2.7589 2.2107
H -3.9682 -4.1168 0.9551
H -3.9424 -2.9089 -0.3383
H -0.2161 -4.7201 -1.6219
H 0.7458 -3.0988 -1.3894
C -1.2540 1.4975 3.4817
C -1.1217 0.3465 2.7079
N -1.4754 0.2945 1.4298
C -1.9937 1.3990 0.8242
C -2.1168 2.6064 1.5322
C -1.7451 2.6311 2.8870
C -2.6163 3.7782 0.8715
C -2.9803 3.7337 -0.4241
C -2.9052 2.5072 -1.1641
C -3.3101 2.4241 -2.5102
C -3.2441 1.2222 -3.1610
C -2.7779 0.1043 -2.4547
N -2.3828 0.1505 -1.2002
C -2.4358 1.3355 -0.5533
H -0.9609 1.4788 4.5214
H -0.7118 -0.5635 3.1289
H -1.8478 3.5516 3.4481
H -2.6880 4.6964 1.4395
H -3.3492 4.6190 -0.9259
H -3.6727 3.3115 -3.0137
H -3.5504 1.1212 -4.1925
H -2.7275 -0.8621 -2.9451
C 3.2103 1.6258 -2.0240
N 1.9596 0.9591 -1.6742
C 0.8180 1.3477 -2.4855
P 1.8980 -0.0304 -0.3740
O 0.6119 -0.8326 -0.4436
N 3.1814 -1.0499 -0.3631
C 3.2591 -2.0527 -1.4252
C 4.4650 -0.8016 0.2959
N 2.1074 0.8722 0.9836
C 2.3295 0.2342 2.2748
C 1.5778 2.2299 1.0712
H 3.0828 2.7114 -2.0042
H 3.5327 1.3374 -3.0259
H 3.9978 1.3673 -1.3180
H 0.6447 2.4268 -2.4139
H -0.0667 0.8184 -2.1531
H 0.9984 1.1020 -3.5346
H 2.3720 -2.0142 -2.0557
H 3.3693 -3.0552 -1.0059
H 4.1193 -1.8551 -2.0681
H 4.4164 0.0849 0.9221
H 5.2472 -0.6521 -0.4519
H 4.7413 -1.6588 0.9124
H 2.8671 -0.7034 2.1476
H 1.3925 0.0357 2.8049
H 2.9433 0.8863 2.8976
H 1.6029 2.7146 0.0992
H 2.2005 2.8064 1.7561
H 0.5499 2.2479 1.4466
*
```

---

ORCA calculation (ωB97M-V/def2-TZVPD) on C15H14BaCl2N2O9P2 as an isolated structure in a non-equilibrium geometry.

Its energy is -2995.77524 hartree.

Geometry as ORCA input:
```
! wB97M-V def2-TZVPD RIJCOSX def2/J DEFGRID3
* xyz -2 1
Ba 0.8353 0.3123 0.5650
O -0.9354 0.9863 2.1178
C -1.3256 2.2007 2.1756
C -1.3070 2.9139 3.4082
C -1.7881 4.1949 3.5290
C -2.3383 4.8487 2.4261
C -2.3633 4.1874 1.2136
C -1.8512 2.8985 1.0130
C -1.9744 2.3135 -0.3246
N -1.4036 1.2388 -0.7154
N -1.6699 0.7626 -1.9774
C -1.0973 -0.4067 -2.2065
O -0.3577 -1.1042 -1.4428
C -1.4279 -0.9896 -3.5569
C -2.1387 -0.2773 -4.5217
C -2.4398 -0.8536 -5.7464
C -2.0392 -2.1546 -6.0281
C -1.3285 -2.8690 -5.0733
C -1.0234 -2.2884 -3.8507
H -0.8856 2.3887 4.2574
H -1.7432 4.6964 4.4909
H -2.7352 5.8530 2.5121
H -2.7948 4.6932 0.3527
H -2.6543 2.8258 -1.0181
H -2.4495 0.7300 -4.2817
H -2.9916 -0.2864 -6.4877
H -2.2793 -2.6054 -6.9843
H -1.0096 -3.8833 -5.2843
H -0.4649 -2.8261 -3.0961
O 2.6461 0.5341 3.0562
P 3.6130 -0.4184 2.1688
O 4.6311 -1.1470 2.9353
O 2.7295 -1.2026 1.2065
O 4.3452 0.7099 1.1989
P 3.5928 1.7031 0.1337
O 3.0423 0.5383 -0.9177
O 4.5080 2.6680 -0.4819
O 2.3772 2.2048 0.9091
H 2.4729 1.3198 2.4847
H 3.0019 -0.2518 -0.3170
Cl -0.1607 -4.9692 1.0494
C 0.0778 -3.2058 1.0005
Cl -1.2885 -2.3266 1.7004
H 0.1534 -2.8999 -0.0393
H 0.9790 -2.9676 1.5552
*
```

---

ORCA calculation (ωB97M-V/def2-TZVPD) on C32H65IN2O5Si2 as an isolated structure in a non-equilibrium geometry.

Its energy is -2620.28703 hartree.

Geometry as ORCA input:
```
! wB97M-V def2-TZVPD RIJCOSX def2/J DEFGRID3
* xyz 0 3
C 0.7058 1.0377 3.9846
C 0.3109 -0.1742 3.3416
Si -0.2445 -1.9225 2.6328
C -2.0737 -2.1435 3.3149
C -3.1570 -1.3685 2.3424
C -3.9332 -0.1008 3.1095
O -0.2157 -1.7453 0.8902
Si -0.4506 -3.2558 0.0347
C -1.9590 -4.3077 0.6020
O -3.2667 -3.8524 0.0991
C -4.2838 -4.8909 0.4048
C -4.8122 -4.8842 1.9568
O -0.8015 -2.7958 -1.6638
C 0.0995 -1.7192 -2.1026
C -0.7116 -0.3066 -2.4813
C -2.3552 -0.4826 -2.3911
C 1.0057 -3.1892 3.3622
I 0.1779 -5.1992 3.7148
C 2.4174 -3.3363 2.5386
C 3.2885 -1.9105 2.4657
H 0.8491 2.0934 4.5231
H -2.3409 -3.2573 3.5512
H -2.0839 -1.5431 4.3470
H -3.9736 -2.0703 1.8797
H -2.6109 -0.8539 1.4139
H -4.1185 0.7744 2.3249
H -4.9687 -0.5339 3.4732
H -3.2517 0.2905 3.9829
H 0.8155 -4.0286 -0.0629
H -2.0628 -4.4610 1.7566
H -1.7966 -5.3985 0.1436
H -5.2124 -4.7487 -0.3201
H -3.8950 -5.9965 0.1914
H -5.1569 -3.8384 2.3609
H -5.7068 -5.6639 2.0869
H -3.9700 -5.2730 2.7075
H 1.0126 -1.5147 -1.3996
H 0.5640 -2.0819 -3.1402
H -0.4915 0.0250 -3.6038
H -0.3377 0.6037 -1.8095
H -2.7931 -1.2007 -3.2320
H -2.7986 0.5937 -2.6535
H -2.7468 -0.7548 -1.3193
H 1.3033 -2.7793 4.4436
H 2.3322 -3.8449 1.4883
H 3.1049 -4.0616 3.1917
H 3.2621 -1.4811 3.5551
H 2.8863 -1.1874 1.6380
H 4.4110 -2.2605 2.2701
C -3.9395 7.2856 2.9755
C -3.8415 5.8224 3.4946
C -2.5561 5.6322 4.3565
C -1.2698 5.4916 3.5500
C -1.4178 4.4397 2.4543
C -2.6367 4.7086 1.5394
N -3.9070 4.8913 2.3178
O -4.3047 3.6275 2.7900
C -2.3486 5.9591 0.6634
C -2.7459 3.5534 0.4912
C -5.0619 5.6801 4.4648
H -4.4064 7.3355 1.9862
H -4.5617 7.9139 3.6234
H -2.9634 7.7780 2.9231
H -2.6621 4.7305 4.9796
H -2.4474 6.4732 5.0515
H -0.9808 6.4566 3.1194
H -0.4520 5.2031 4.2208
H -0.4936 4.4078 1.8622
H -1.5073 3.4531 2.9264
H -3.2124 6.2050 0.0353
H -1.5004 5.7795 -0.0067
H -2.0843 6.8466 1.2362
H -2.8327 2.5663 0.9577
H -1.8522 3.5137 -0.1439
H -3.6109 3.6988 -0.1682
H -6.0115 5.7816 3.9256
H -5.0370 6.4557 5.2397
H -5.0672 4.7229 4.9981
C 6.5346 -1.6393 -3.1354
C 5.2248 -2.3236 -3.6214
C 5.5208 -3.2939 -4.8056
C 5.7264 -2.6053 -6.1503
C 4.5947 -1.6253 -6.4470
C 4.3897 -0.5986 -5.3073
N 4.2267 -1.2559 -3.9678
O 2.9454 -1.8349 -3.9286
C 5.5905 0.3872 -5.2891
C 3.1766 0.3199 -5.6673
C 4.7860 -3.2108 -2.4085
H 6.3531 -0.6188 -2.7820
H 6.9862 -2.1657 -2.2865
H 7.3032 -1.6048 -3.9138
H 4.6863 -4.0038 -4.9158
H 6.4076 -3.8973 -4.5782
H 6.6943 -2.0926 -6.1737
H 5.7664 -3.3625 -6.9421
H 4.8068 -1.1104 -7.3933
H 3.6727 -2.1962 -6.6146
H 5.4992 1.1008 -4.4623
H 5.6326 0.9687 -6.2170
H 6.5601 -0.1014 -5.2076
H 2.2544 -0.2457 -5.8383
H 3.3680 0.8789 -6.5917
H 2.9873 1.0535 -4.8735
H 4.5384 -2.5949 -1.5354
H 5.5912 -3.8944 -2.1135
H 3.9232 -3.8452 -2.6404
*
```

---

> What is the energy in the second record?

-382.88821 hartree

---

> The lowest energy belongs to which entry?

C30H36Cl4N6O

---

> Look up the energy of the second one.

-382.88821 hartree

---

> Look up the energy of the second one.

-382.88821 hartree